# C17H31FeN4O

C17H31FeN4O as an isolated structure in a non-equilibrium geometry (ωB97M-V with the def2-TZVPD basis set, the Open Molecules 2025 dataset).

calculated total energy: -2223.4374 hartree
charge: +2
⟨S²⟩: 8.7691
Kohn-Sham gap (spin up / spin down): 0.2599 / 0.0871 Ha
ΔE to the lowest compared entry with this formula, charge and spin: 100.2 kcal/mol
LUMO level (spin up / spin down): -8.478 / -13.175 eV
spin multiplicity: 6

XYZ file:
```
54
Properties=species:S:1:pos:R:3:forces:R:3:mulliken_charge:R:1
Fe -1.954 3.098 1.601 1.1 -1.5 0.3 1.32
C -0.253 0.623 0.763 0.1 -0.5 0.1 0.37
O -0.822 1.791 1.262 -0.9 1.6 0.0 -0.65
H 0.533 0.824 0.029 -0.2 0.2 -0.1 0.20
H 0.228 0.065 1.573 -0.2 0.1 0.1 -0.02
H -1.047 0.000 0.342 0.1 -0.1 -0.1 -0.26
C -0.344 -1.230 -3.578 0.2 0.1 -0.5 -1.49
C -1.394 -1.158 -2.505 1.1 0.0 0.6 0.36
C -2.796 -1.760 -2.923 -0.9 -0.1 -0.5 -0.12
C -3.463 -1.180 -4.017 0.1 0.5 0.1 0.18
N -4.016 -0.662 -4.943 0.1 -0.2 0.1 -0.08
H -0.446 -0.517 -4.397 -0.4 0.0 0.1 0.42
H -0.286 -2.232 -4.010 0.1 0.0 0.0 0.47
H 0.643 -1.012 -3.163 -0.1 -0.1 0.2 0.33
H -1.515 -0.171 -2.049 -0.5 0.1 -0.5 0.19
H -1.090 -1.783 -1.661 -0.2 -0.2 -0.1 0.01
H -3.491 -1.824 -2.084 0.1 -0.1 0.1 0.35
H -2.534 -2.753 -3.354 0.1 -0.1 0.3 0.38
C 0.339 2.833 -2.665 -0.2 -0.5 0.1 -0.98
C 1.361 1.914 -3.311 0.3 -0.9 -0.8 -0.10
C 2.533 2.620 -3.980 0.5 1.0 0.1 -0.63
C 2.081 3.577 -4.999 -0.1 0.1 -0.2 0.15
N 1.726 4.323 -5.799 0.0 -0.2 0.2 -0.38
H -0.180 3.430 -3.414 0.0 0.1 0.0 0.46
H 0.762 3.500 -1.912 0.2 0.0 -0.1 0.31
H -0.389 2.197 -2.147 -0.2 0.2 0.0 0.07
H 0.919 1.303 -4.109 -0.4 0.3 0.0 0.03
H 1.720 1.121 -2.646 0.3 0.5 0.4 0.38
H 3.269 1.977 -4.462 -0.2 -0.3 0.1 0.34
H 3.096 3.217 -3.254 0.0 -0.1 0.1 0.32
C 3.265 2.190 4.732 -0.4 -0.1 0.5 -1.18
C 3.127 0.862 3.997 0.0 0.0 0.4 -0.38
C 1.902 0.056 4.440 -0.6 -0.4 -0.5 -0.21
C 0.630 0.786 4.405 -0.2 0.3 0.2 0.21
N -0.380 1.339 4.435 0.2 0.0 -0.4 -0.49
H 2.968 2.068 5.778 0.2 -0.1 0.0 0.32
H 2.569 2.937 4.347 0.2 0.1 -0.2 0.31
H 4.281 2.573 4.737 0.0 0.1 -0.2 0.37
H 3.968 0.204 4.216 0.2 0.2 -0.2 0.32
H 3.081 1.019 2.918 0.1 -0.1 0.0 0.24
H 1.975 -0.382 5.437 0.3 0.2 0.1 0.41
H 1.774 -0.793 3.760 0.0 0.0 0.1 0.11
C -1.088 -3.123 3.037 -0.5 -0.2 0.1 -1.39
C -1.226 -3.293 1.525 0.7 1.1 0.2 -0.15
C -2.644 -3.054 0.988 0.3 -0.7 0.8 -0.20
C -3.189 -1.759 1.401 0.1 -0.4 -0.4 0.26
N -3.679 -0.776 1.723 0.1 0.6 0.0 -0.47
H -1.565 -3.946 3.572 0.1 -0.1 0.0 0.37
H -1.589 -2.222 3.398 0.2 0.1 -0.1 0.38
H -0.036 -3.084 3.314 0.0 -0.1 0.1 0.33
H -0.793 -4.248 1.234 -0.4 -0.1 -0.2 0.45
H -0.585 -2.525 1.070 0.0 -0.1 -0.1 0.01
H -3.296 -3.804 1.445 -0.2 -0.1 -0.3 0.40
H -2.658 -3.158 -0.096 -0.2 0.0 0.0 0.05
```
Forces are in eV/Å.